Record 1
The molecule C28H32N2O4S2. Source: OMol25; level of theory: wB97M-V/def2-TZVPD.

As for the lowest unoccupied orbital energy: 0.536 eV. The value obtained for the gap between HOMO and LUMO is 8.6 eV. The charge is 0. The value obtained for the molar mass is 524.71 g mol⁻¹.

XYZ file:
```
68
C28H32N2O4S2, DFT wB97M-V/def2-TZVPD
C -6.46867 -3.54638 0.36851
H -7.47862 -3.94210 0.30405
H -5.95420 -3.74575 -0.56771
H -5.94286 -4.06237 1.16916
C -6.51528 -2.04260 0.62170
N -5.18259 -1.47456 0.70573
C -4.71502 -0.77852 -0.35601
O -5.37904 -0.59729 -1.36340
C -3.33770 -0.22343 -0.25598
C -2.99468 1.08753 -0.40909
C -1.57564 1.27920 -0.37177
C -0.90413 0.07649 -0.22981
N 0.45185 -0.07389 -0.16820
C 1.02943 -1.29176 -0.02191
O 0.36759 -2.30546 0.07412
C 2.54732 -1.26476 0.08032
C 3.15688 -2.59775 -0.22374
C 2.95467 -3.18179 -1.46815
C 3.52162 -4.40726 -1.76198
C 4.29898 -5.05784 -0.81793
C 4.50587 -4.47907 0.42192
C 3.93708 -3.25299 0.71897
H 4.09532 -2.80657 1.69139
H 5.11100 -4.98247 1.16164
H 4.74324 -6.01472 -1.04862
H 3.35760 -4.85591 -2.73029
H 2.35467 -2.66651 -2.20373
H 2.80045 -0.94592 1.09600
S 3.23303 0.04925 -1.03666
C 4.05426 1.06411 0.18082
C 5.08750 0.53440 0.93923
C 5.71032 1.32807 1.88544
C 5.31449 2.64457 2.05948
C 4.29037 3.16930 1.28853
C 3.65282 2.38049 0.34676
H 2.84134 2.76936 -0.24787
H 3.98086 4.19481 1.42540
H 5.80644 3.26142 2.79673
H 6.51235 0.91904 2.48195
H 5.39782 -0.48892 0.78550
H 0.98455 0.79428 -0.29743
S -1.94900 -1.27905 -0.12190
C -0.82151 2.52546 -0.47689
O 0.40094 2.55777 -0.45803
O -1.59206 3.60337 -0.58555
C -1.00534 4.90836 -0.72738
C -0.18416 5.29454 0.49908
H 0.11151 6.33705 0.42102
H -0.77525 5.16230 1.40288
H 0.70693 4.67672 0.56774
C -0.20075 5.02143 -2.01831
H 0.10026 6.05447 -2.16814
H -0.80546 4.70397 -2.86503
H 0.68731 4.39744 -1.96761
H -1.89052 5.55325 -0.79109
C -3.99212 2.18437 -0.56600
H -3.95674 2.85947 0.28812
H -4.99086 1.76863 -0.66083
H -3.76701 2.76567 -1.45688
C -4.50331 -1.56402 1.98188
C -4.61314 -0.26284 2.77603
H -5.65657 0.00656 2.92330
H -4.14253 -0.38041 3.74852
H -4.12026 0.54655 2.24383
H -3.45278 -1.82026 1.83382
H -4.96688 -2.37699 2.54390
H -7.02452 -1.54794 -0.20839
H -7.05279 -1.82602 1.54957
```



Record 2
A cluster of 2 separate species, C28H32N4O3S in total in a non-equilibrium geometry. Source: OMol25; level of theory: wB97M-V/def2-TZVPD.

As for the lowest unoccupied orbital energy: -2.010 eV. The value obtained for the gap between HOMO and LUMO is 5.3 eV. The charge is 0. The energy above the lowest of the compared OMol25 structures with the same formula, charge and spin is 34.49 kcal per mole. The value obtained for the molar mass is 504.66 g mol⁻¹.

XYZ file:
```
68
C28H32N4O3S, DFT wB97M-V/def2-TZVPD
C 3.57083 -1.06231 -2.54079
N 2.88720 -0.68505 -1.32496
C 3.61626 -0.42573 -0.18774
O 4.81167 -0.66114 -0.04472
C 2.69028 0.22374 0.81340
C 3.06718 1.68812 1.05195
C 3.22078 2.45299 -0.24636
C 4.41959 2.36740 -0.96523
C 4.57391 3.03558 -2.17930
C 3.51745 3.79927 -2.69261
C 2.33291 3.92782 -1.95787
C 2.19710 3.27558 -0.72795
N 1.38227 0.07313 0.16989
C 0.30867 0.69684 0.67384
C -0.85968 0.90370 -0.05230
C -2.11188 0.90016 0.55216
C -3.35637 0.88030 -0.17685
C -4.58105 0.53441 0.45622
C -5.74923 0.36503 -0.27417
C -5.75198 0.57338 -1.66056
C -4.56742 0.96008 -2.30208
C -3.39027 1.13334 -1.57459
C 1.43909 -0.58518 -1.15681
C 0.70292 -1.98089 -1.31360
C 1.28779 -2.96217 -0.29717
C 0.89342 -2.49140 -2.73972
C -0.79335 -1.85270 -1.07930
H 4.51007 -0.49973 -2.61678
H 3.81466 -2.13572 -2.54275
H 2.94417 -0.82452 -3.40662
H 2.70393 -0.36620 1.74281
H 2.31205 2.15002 1.69729
H 4.03173 1.66758 1.58115
H 5.23873 1.76441 -0.56310
H 5.51887 2.94770 -2.72070
H 3.62289 4.29290 -3.66036
H 1.50892 4.53779 -2.33544
H 1.28815 3.39607 -0.13157
H 0.39641 1.00995 1.71776
H -0.75678 1.05179 -1.13145
H -2.15924 0.92205 1.64501
H -4.58400 0.35452 1.53435
H -6.66093 0.06224 0.24233
H -6.67092 0.43257 -2.23192
H -4.55779 1.12654 -3.37991
H -2.47688 1.46780 -2.07288
H 1.03824 0.10663 -1.92524
H 1.09407 -2.63553 0.73193
H 0.80966 -3.94231 -0.43437
H 2.36761 -3.09187 -0.44260
H 0.66914 -1.70658 -3.47512
H 1.90330 -2.87420 -2.91706
H 0.20199 -3.32571 -2.92801
H -1.23554 -1.09288 -1.73637
H -1.28979 -2.81039 -1.29991
H -1.01684 -1.61409 -0.03518
C -2.49428 -1.23058 2.93776
C -1.28110 -1.13189 3.65307
O -0.13455 -0.98494 3.18771
N -1.40960 -1.19341 5.07251
C -2.55531 -1.37934 5.81350
S -2.62000 -1.31645 7.48837
N -3.64741 -1.60870 5.01452
C -3.73528 -1.37077 3.60824
O -4.86945 -1.29356 3.10770
H -2.48629 -1.14967 1.85886
H -0.56177 -1.07625 5.62046
H -4.52892 -1.71958 5.50921
```



Record 3
The molecule C28H32N4O4. Source: OMol25; level of theory: wB97M-V/def2-TZVPD.

As for the lowest unoccupied orbital energy: 0.655 eV. The value obtained for the gap between HOMO and LUMO is 8.5 eV. The charge is 0. The energy above the lowest of the compared OMol25 structures with the same formula, charge and spin is 1.45 kcal per mole. The value obtained for the molar mass is 488.59 g mol⁻¹.

XYZ file:
```
68
C28H32N4O4, DFT wB97M-V/def2-TZVPD
C 2.45869 4.32077 0.09461
H 2.47716 5.11553 0.85161
O 1.26709 3.58650 0.15420
C 1.07745 2.92191 1.38070
C -0.14863 2.01386 1.27159
N 0.11671 0.80637 0.52661
C 0.21146 -0.37671 1.17313
O 0.02875 -0.48170 2.38124
C 0.49970 -1.55278 0.31424
C 0.98875 -2.71754 0.89169
C 1.18521 -3.84812 0.12339
C 0.88198 -3.82193 -1.22765
C 0.41216 -2.65932 -1.81285
C 0.22572 -1.51400 -1.05366
C -0.21498 -0.22152 -1.65874
H 0.11330 -0.16141 -2.70209
C -1.73138 0.04031 -1.67986
O -2.15161 1.12025 -2.05456
N -2.52291 -0.97247 -1.30154
C -3.95212 -0.78577 -1.18619
H -4.15634 0.26423 -1.41557
H -4.46427 -1.41061 -1.92625
C -4.45254 -1.14658 0.21372
H -5.50671 -0.87797 0.28646
H -4.37227 -2.22526 0.34490
C -3.64071 -0.45183 1.32119
N -3.06587 -1.39940 2.25213
C -2.29928 -2.45261 1.91387
O -2.08175 -2.84887 0.78135
C -1.76173 -3.06606 3.19140
H -0.73333 -2.71509 3.29007
C -2.64161 -2.46435 4.28178
H -3.53083 -3.07844 4.43471
H -2.12471 -2.35285 5.23209
C -3.03033 -1.11802 3.67237
H -2.26523 -0.36034 3.88283
H -4.00211 -0.75495 4.01539
H -1.76492 -4.15307 3.15101
H -2.84265 0.15360 0.87367
H -4.27848 0.21790 1.90131
H -2.14597 -1.79023 -0.82528
C 0.44208 0.93627 -0.88248
C 1.91964 0.98172 -1.12048
C 2.91879 0.42043 -0.38094
N 4.13562 0.70147 -0.94544
C 3.94173 1.44999 -2.07084
C 4.85453 1.98334 -2.97186
C 4.35378 2.72231 -4.02187
C 2.97971 2.92969 -4.17560
C 2.06962 2.40274 -3.28732
C 2.54869 1.65062 -2.21562
H 1.01038 2.56899 -3.40998
H 2.63241 3.51745 -5.01263
H 5.03457 3.15231 -4.74176
H 5.91636 1.82373 -2.85188
H 5.02440 0.38636 -0.59666
H 2.86145 -0.15852 0.52137
H 0.00312 1.87650 -1.23281
H 0.18941 -2.63569 -2.87008
H 1.01917 -4.70830 -1.82945
H 1.56411 -4.75169 0.57733
H 1.21281 -2.71813 1.94822
H -0.95113 2.57055 0.77833
H -0.46269 1.70770 2.27214
H 0.92099 3.65596 2.18754
H 1.96401 2.31973 1.63141
H 3.33246 3.67332 0.24199
H 2.50313 4.75968 -0.89969
```